[1]
A molecular structure, C5H8O. Source: OMol25; level of theory: wB97M-V/def2-TZVPD.

Each line ends with the Mulliken charge.
CARTESIAN COORDINATES (ANGSTROEM)
C: 0.326 -0.968 -1.029  -0.566
C: 0.084 -1.558 0.288  -0.552
C: -0.143 -0.026 0.013  0.539
C: 0.560 1.029 0.678  -0.423
O: -0.470 1.898 0.761  -0.382
C: -1.340 0.913 0.112  -0.267
H: 1.741 0.070 -1.130  0.013
H: -0.397 -1.236 -1.808  0.165
H: -0.764 -2.220 0.503  0.251
H: 0.918 -1.704 0.977  0.216
H: 1.356 1.103 1.419  0.421
H: 2.011 0.785 -0.781  0.074
H: -2.120 0.612 0.816  0.253
H: -1.761 1.301 -0.820  0.258

Forces on atoms 1 to 2 (eV/Å):
-0.2 0.0 0.0
0.1 -0.2 0.1

Results
**Gap between HOMO and LUMO (spin up / spin down)**: 7.707 / 7.275 eV
**Calculated total energy**: -7355.2580 eV

=====

[2]
A molecular structure, C3H3CaFO4. Source: OMol25; level of theory: wB97M-V/def2-TZVPD.

Each line ends with the Mulliken charge.
CARTESIAN COORDINATES (ANGSTROEM)
C: -3.548 0.528 -0.072  0.160
C: -2.492 0.018 -0.985  -0.181
O: -1.542 -0.697 -0.324  -0.261
O: -4.546 1.201 -0.413  0.088
H: -3.492 0.441 1.025  0.404
H: -2.047 0.873 -1.544  0.390
H: -2.962 -0.602 -1.781  0.373
F: -4.570 1.432 -1.784  0.004
C: 0.784 -0.783 0.305  0.414
O: 1.526 -1.608 0.666  0.325
Ca: 3.528 -3.087 2.352  1.845
O: 1.635 -2.747 1.415  -0.561

Forces on atoms 1 to 2 (eV/Å):
0.1 0.5 0.3
0.0 -0.3 -0.2

Results
**Gap between HOMO and LUMO (spin up / spin down)**: 9.779 / 8.934 eV
**Calculated total energy**: -32462.2702 eV
**Multiplicity**: 2
**Charge**: +3
**<S²>**: 0.7537

=====

[3]
2 unconnected molecules or ions with the total composition C5H8O2. Source: OMol25; level of theory: wB97M-V/def2-TZVPD.

Each line ends with the Mulliken charge.
CARTESIAN COORDINATES (ANGSTROEM)
C: -0.149 -1.634 -0.531  -0.679
C: 0.625 -0.753 0.126  -0.186
C: 0.158 0.607 0.547  -0.272
C: -1.143 0.641 1.281  -0.007
O: -2.110 -0.035 0.985  -0.460
H: -0.991 -1.304 -1.145  0.236
H: 0.092 -2.698 -0.532  0.269
H: 1.593 -1.079 0.519  0.335
H: 0.900 1.117 1.186  0.348
H: 0.051 1.261 -0.373  0.117
H: -1.166 1.286 2.186  0.305
C: 1.942 0.863 -2.629  -0.096
O: 1.102 1.738 -2.540  -0.414
H: 2.930 0.958 -2.130  0.254
H: 1.773 -0.037 -3.256  0.249

Forces on atoms 1 to 2 (eV/Å):
0.6 0.5 -0.3
-0.5 -1.0 0.2

Results
**Gap between HOMO and LUMO**: 10.232 eV
**Calculated total energy**: -9407.2648 eV

=====

[4]
8 unconnected molecules or ions with the total composition C48H116O28P4. Source: OMol25; level of theory: wB97M-V/def2-TZVPD.

Each line ends with the Mulliken charge.
CARTESIAN COORDINATES (ANGSTROEM)
C: -4.280 -2.003 4.931  -1.098
C: -5.291 -2.506 3.864  -0.336
O: -4.984 -1.931 2.616  -0.147
P: -5.403 -2.765 1.215  0.282
O: -6.100 -4.037 1.492  -0.790
O: -6.215 -1.673 0.321  -0.397
C: -6.069 -0.280 0.593  -0.669
C: -4.727 0.219 0.079  0.282
O: -4.035 -3.017 0.298  0.387
C: -3.901 -4.155 -0.604  0.361
C: -4.836 -4.114 -1.824  -1.224
H: -4.346 -2.707 5.760  0.395
H: -3.275 -2.177 4.547  0.233
H: -4.472 -0.999 5.310  0.299
H: -5.153 -3.572 3.685  0.361
H: -6.306 -2.164 4.067  0.288
H: -6.900 0.265 0.146  0.465
H: -6.142 -0.023 1.650  0.304
H: -4.617 0.081 -0.997  0.243
H: -4.701 1.295 0.247  -0.328
H: -3.898 -0.216 0.637  0.068
H: -2.847 -4.066 -0.868  -0.305
H: -3.928 -5.045 0.024  0.313
H: -5.916 -4.222 -1.727  0.378
H: -4.608 -3.200 -2.373  0.284
H: -4.633 -4.907 -2.544  0.377
C: -1.984 5.069 -1.300  -0.773
C: -1.880 6.193 -2.299  -0.482
O: -0.533 6.515 -2.279  0.026
P: -0.018 7.717 -3.133  0.700
O: -0.827 8.947 -2.834  -0.577
O: 1.568 7.686 -2.751  -0.441
C: 1.924 7.643 -1.365  -0.209
C: 1.375 8.920 -0.791  -0.857
O: -0.126 7.267 -4.740  -0.381
C: -0.178 8.309 -5.721  -0.171
C: -1.503 8.270 -6.431  -1.186
H: -1.101 4.450 -1.457  0.244
H: -1.871 5.500 -0.305  0.155
H: -2.880 4.462 -1.434  0.260
H: -2.141 5.936 -3.325  0.344
H: -2.468 7.104 -2.184  0.424
H: 1.680 6.746 -0.797  0.215
H: 3.013 7.611 -1.402  0.330
H: 1.289 9.730 -1.515  0.238
H: 0.399 8.609 -0.418  0.096
H: 1.971 9.311 0.034  0.476
H: -0.085 9.284 -5.243  0.293
H: 0.617 8.076 -6.429  0.321
H: -1.708 7.303 -6.890  0.306
H: -2.345 8.508 -5.781  0.272
H: -1.427 9.045 -7.194  0.397
C: 8.931 -3.499 5.760  -1.076
C: 8.105 -2.644 4.821  -0.138
O: 7.231 -1.849 5.456  -0.332
P: 5.646 -1.979 5.461  0.897
O: 4.880 -1.011 6.316  -0.775
O: 5.299 -3.512 5.888  -0.197
C: 4.893 -3.844 7.218  -0.293
C: 4.886 -5.395 7.474  -1.127
O: 5.240 -2.005 3.882  -0.296
C: 3.818 -1.776 3.513  -0.268
C: 3.208 -3.086 3.303  -0.809
H: 8.252 -4.253 6.158  0.186
H: 9.686 -3.963 5.125  0.351
H: 9.364 -3.073 6.665  0.308
H: 8.732 -2.007 4.197  0.388
H: 7.563 -3.296 4.135  0.243
H: 5.543 -3.304 7.906  0.383
H: 3.893 -3.421 7.305  0.309
H: 5.853 -5.875 7.329  0.283
H: 4.589 -5.542 8.512  0.378
H: 4.163 -5.876 6.815  0.300
H: 3.363 -1.291 4.377  0.330
H: 3.523 -1.131 2.686  0.151
H: 3.655 -3.852 3.937  0.350
H: 2.150 -3.306 3.446  0.311
H: 3.322 -3.320 2.244  0.152
C: 0.235 -4.554 -1.983  0.824
C: -0.474 -5.036 -3.191  -0.347
O: -1.634 -4.208 -3.313  -0.299
P: -1.838 -3.054 -4.419  0.294
O: -3.197 -2.462 -4.447  -0.749
O: -0.603 -2.009 -4.217  0.580
C: -0.564 -1.034 -3.197  0.516
C: -1.283 0.233 -3.542  -1.747
O: -1.423 -3.825 -5.833  -0.352
C: -1.350 -3.171 -7.169  -0.332
C: -0.220 -2.058 -7.026  -0.725
H: 0.349 -3.471 -1.941  -0.183
H: -0.310 -4.929 -1.117  -0.432
H: 1.220 -5.020 -1.984  -0.072
H: 0.043 -4.842 -4.131  0.386
H: -0.890 -6.040 -3.103  0.206
H: -0.763 -1.391 -2.187  0.346
H: 0.515 -0.881 -3.167  -0.311
H: -2.350 0.290 -3.327  0.285
H: -0.747 1.079 -3.113  0.500
H: -1.213 0.520 -4.591  0.312
H: -1.021 -3.984 -7.817  0.302
H: -2.275 -2.731 -7.539  0.277
H: 0.582 -2.365 -6.355  0.123
H: 0.096 -1.642 -7.982  0.454
H: -0.724 -1.265 -6.474  0.107
C: -3.911 3.551 0.949  -0.706
O: -2.514 3.422 1.384  0.089
C: -2.257 3.653 2.746  -0.389
C: -1.064 2.911 3.438  -0.733
O: -1.180 1.534 3.736  -0.494
C: -1.026 0.647 2.561  -0.039
C: 0.246 0.900 1.662  -0.659
O: 0.531 -0.372 1.135  0.189
C: 1.508 -0.285 0.085  -1.194
H: -3.939 3.078 -0.033  0.110
H: -4.093 4.622 1.036  0.162
H: -4.714 3.265 1.628  0.390
H: -3.160 3.545 3.347  0.367
H: -1.966 4.703 2.779  0.298
H: -0.872 3.287 4.443  0.343
H: -0.192 3.059 2.801  0.316
H: -1.921 0.841 1.969  -0.111
H: -1.084 -0.368 2.952  0.260
H: 1.089 1.264 2.250  0.339
H: 0.066 1.716 0.962  0.414
H: 1.226 0.497 -0.621  0.304
H: 1.653 -1.186 -0.510  0.406
H: 2.513 -0.049 0.434  0.359
C: -3.910 12.240 0.929  -0.554
O: -2.680 11.896 0.396  -0.413
C: -2.459 10.733 -0.358  -0.716
C: -2.812 9.431 0.333  0.243
O: -4.197 9.325 0.475  -0.329
C: -4.783 8.305 1.340  -0.373
C: -4.360 8.273 2.894  -0.421
O: -4.017 7.059 3.567  -0.211
C: -3.727 7.154 4.958  -0.794
H: -4.684 12.249 0.162  0.278
H: -3.871 13.296 1.197  0.252
H: -4.095 11.686 1.850  0.170
H: -1.413 10.709 -0.665  0.263
H: -2.979 10.685 -1.314  0.434
H: -2.199 9.391 1.233  0.324
H: -2.366 8.695 -0.336  -0.271
H: -4.546 7.429 0.735  0.149
H: -5.870 8.364 1.302  0.344
H: -5.165 8.634 3.534  0.295
H: -3.451 8.872 2.956  0.361
H: -2.748 7.549 5.230  0.342
H: -3.586 6.089 5.143  0.205
H: -4.488 7.599 5.599  0.330
C: 1.797 -10.614 0.067  -0.708
O: 0.431 -10.558 -0.432  -0.359
C: 0.412 -9.714 -1.623  -0.901
C: 0.951 -8.291 -1.494  -0.387
O: 0.180 -7.452 -0.659  -0.038
C: 0.312 -7.563 0.733  -0.452
C: -0.383 -6.443 1.436  -0.588
O: 0.450 -5.254 1.117  -0.075
C: -0.334 -4.130 1.448  -0.340
H: 1.711 -11.310 0.901  0.276
H: 2.279 -9.749 0.524  0.243
H: 2.463 -11.099 -0.646  0.331
H: -0.659 -9.711 -1.828  0.329
H: 0.868 -10.309 -2.413  0.462
H: 0.882 -7.871 -2.497  0.248
H: 2.012 -8.382 -1.262  0.434
H: 1.389 -7.420 0.819  0.262
H: 0.014 -8.462 1.273  0.298
H: -0.306 -6.593 2.513  0.459
H: -1.414 -6.337 1.099  0.207
H: -0.611 -4.184 2.501  0.448
H: -1.272 -4.083 0.895  0.110
H: 0.265 -3.224 1.345  -0.231
C: 4.442 0.169 -2.311  -0.535
O: 3.353 0.024 -3.324  -0.313
C: 3.711 -0.763 -4.516  -0.902
C: 3.452 -2.216 -4.230  0.102
O: 4.293 -2.549 -3.111  -0.161
C: 4.775 -3.901 -3.189  -0.307
C: 4.874 -4.467 -1.756  -0.150
O: 5.249 -5.765 -1.489  -0.334
C: 6.677 -5.884 -1.580  -0.865
H: 4.636 -0.773 -1.797  0.156
H: 3.971 0.807 -1.563  0.217
H: 5.399 0.644 -2.526  0.315
H: 4.666 -0.593 -5.012  0.380
H: 3.109 -0.406 -5.352  0.425
H: 3.724 -2.697 -5.170  0.466
H: 2.381 -2.310 -4.049  -0.145
H: 5.786 -4.047 -3.569  0.166
H: 4.043 -4.552 -3.666  0.317
H: 3.837 -4.674 -1.491  -0.180
H: 5.376 -3.703 -1.163  0.429
H: 7.092 -5.106 -0.939  0.354
H: 7.080 -5.926 -2.591  0.283
H: 6.981 -6.786 -1.049  0.302

Forces on atoms 1 to 2 (eV/Å):
-0.7 -1.2 -0.5
0.8 0.2 0.7

Results
**Gap between HOMO and LUMO**: 9.609 eV
**Calculated total energy**: -146139.6544 eV